1.
Computed, not measured: 2 unconnected molecules or ions with the total composition C6H16N2 at a distorted geometry, with wB97M-V/def2-TZVPD.

Each line ends with the natural charge from an NBO analysis.
Atoms and positions in Å:
C  -3.24  -0.06  0.58  -0.61
C  -1.72  -0.09  0.75  -0.29
N  -1.04  -0.11  -0.49  -0.27
C  2.46  -1.32  0.32  -0.61
C  0.95  -1.20  0.48  -0.41
C  0.30  -0.09  -0.38  -0.05
C  0.66  1.43  0.08  -0.21
N  1.98  1.63  0.07  -0.59
H  -3.61  -1.06  0.39  0.21
H  -3.71  0.32  1.49  0.21
H  -3.50  0.60  -0.25  0.22
H  -1.39  0.83  1.30  0.20
H  -1.46  -0.91  1.43  0.20
H  -0.12  0.56  -3.53  0.01
H  2.74  -1.09  -0.69  0.21
H  2.77  -2.32  0.59  0.21
H  2.95  -0.58  0.95  0.23
H  0.41  -2.10  0.22  0.21
H  0.74  -0.99  1.52  0.20
H  0.71  -0.16  -1.39  0.21
H  0.08  2.12  -0.55  0.19
H  0.27  1.50  1.13  0.22
H  0.60  0.56  -3.69  -0.01
H  2.16  2.54  -0.34  0.33

2.
Computed, not measured: C2H2O3S in the gas phase at a distorted geometry, with wB97M-V/def2-TZVPD.

Each line ends with the natural charge from an NBO analysis.
Atoms and positions in Å:
C  1.12  -0.21  0.73  0.03
C  0.18  0.89  0.47  -0.34
O  0.58  -1.72  -1.51  -0.86
O  -1.33  -1.21  -0.02  -0.91
O  -0.29  0.51  -0.83  -0.68
S  -0.02  -0.90  -0.49  2.24
H  -0.76  0.82  1.21  0.29
H  0.51  1.83  0.43  0.23

3.
Computed, not measured: C5H10O in the gas phase, with wB97M-V/def2-TZVPD.

Output
SMILES: COCC1CC1

Each line ends with the natural charge from an NBO analysis.
Atoms and positions in Å:
C  -1.19  -2.22  0.43  -0.24
O  -0.18  -1.29  0.18  -0.54
C  -0.26  -0.07  0.88  -0.06
C  0.80  0.85  0.25  -0.25
C  0.59  2.09  -0.61  -0.41
C  1.01  0.83  -1.27  -0.40
H  -2.19  -1.79  0.24  0.16
H  -1.02  -3.05  -0.26  0.19
H  -1.17  -2.60  1.46  0.16
H  -1.30  0.32  0.87  0.16
H  -0.04  -0.24  1.96  0.17
H  1.73  0.74  0.80  0.21
H  1.31  2.91  -0.58  0.22
H  -0.43  2.43  -0.81  0.21
H  0.29  0.29  -1.88  0.22
H  2.03  0.78  -1.66  0.21

Kohn-Sham gap across the listed records, respectively: 6.591; 8.443; 10.882 eV.
Energy above the lowest of the compared OMol25 structures with the same formula, charge and spin across the listed records, respectively: 136.2; 168.3; 42.5 kcal/mol.
DFT total energy across the listed records, respectively: -9456.169; -19077.148; -7392.921 eV.